# C3H12N2O2

A 2-piece molecular cluster, C3H12N2O2 overall (the ωB97M-V functional and the def2-TZVPD basis, the Open Molecules 2025 dataset).

XYZ file:
```
19
Properties=species:S:1:pos:R:3:lowdin_spin:R:1
N 0.7108 -2.2297 0.0552 0.0731
C 0.2443 -0.8072 0.3381 0.0651
C -0.7837 -0.1816 -0.6916 0.0005
O -0.1510 -0.0529 -2.0279 0.0010
C -0.2110 -0.8092 1.7714 0.1163
N -0.3822 0.5898 2.2914 0.6390
H 0.1049 -2.6398 -0.6394 0.0050
H 1.6674 -2.2980 -0.3993 0.0035
H 1.1351 -0.0463 0.1884 0.0031
H -1.6192 -0.9333 -0.6329 0.0008
H -1.0452 0.8752 -0.4367 -0.0001
H -0.7025 -0.5233 -2.6591 0.0001
H -1.2650 -1.3850 1.5610 0.0551
H 0.3441 -1.3338 2.4995 0.0024
H 0.3245 0.9123 2.9472 0.0184
H -0.5136 1.2477 1.5028 0.0163
H 0.6705 3.3759 -1.9284 0.0000
H 0.2794 2.0383 -1.5352 0.0000
O 0.5037 2.9250 -1.1473 0.0003
```

As for the expectation value of S²: 0.756. The spin multiplicity is 2. For the total energy, the calculation gives -381.10644 a.u. Its net charge is +1. The LUMO energy (alpha / beta) is -0.1158 / -0.3228 Eh. As for the highest occupied orbital energy (alpha / beta): -14.637 / -14.369 eV.